DFT (ωB97M-V/def2-TZVPD) results for a cluster of 9 separate species, C42H102Br6N6 in total at a distorted geometry.

XYZ file:
```
156
Properties=species:S:1:pos:R:3:forces:R:3
Br 3.04809 3.35996 -3.46331 0.333 0.331 -0.428
Br -2.97301 -1.81014 -3.55503 -0.758 0.371 0.352
Br -3.14164 -4.74594 -1.67904 -0.246 0.357 0.144
Br 1.77738 -3.18295 -0.84846 -0.551 -0.743 -0.139
Br 2.61851 3.34178 1.13431 0.212 0.224 -0.093
Br 3.85777 -5.43510 -2.57511 -0.436 0.420 -0.429
N -6.17978 1.43290 -1.51426 0.223 -0.114 3.192
N 1.81316 -3.61167 5.47595 -0.442 0.471 1.130
N -1.67477 1.24195 4.95102 0.900 -0.265 -0.702
N 0.48590 2.35615 -7.13428 0.176 0.612 0.654
N -0.03459 0.75738 -0.80824 -0.764 1.610 0.186
N 6.14687 -0.52222 0.92749 0.875 0.211 -1.063
C -4.31824 -2.03257 -2.10206 0.649 -1.421 -0.509
C 4.42707 0.02141 2.66987 0.687 0.382 -0.987
C -1.29847 1.52391 -0.51390 0.429 -0.456 0.198
C 1.34779 -4.63481 4.56470 -1.124 0.714 -2.072
C -6.07449 1.76500 -0.01227 0.311 0.286 -0.558
C -1.14684 2.69176 0.44061 1.054 -0.154 0.410
C -7.55248 0.90146 -1.69018 -0.601 1.316 -1.983
C -2.57103 2.33132 4.56089 -0.034 0.516 0.616
C 0.99122 -0.58000 -2.65651 -0.384 0.402 0.396
C -0.18411 -0.85014 1.10098 -0.048 -0.002 0.251
C 2.93994 -5.20069 6.99284 0.086 -0.524 -0.341
C 0.36284 2.25037 3.95156 1.570 1.286 0.116
C -2.36109 -0.04005 5.17900 0.285 0.385 0.330
C 7.27607 -0.53257 1.87345 -1.885 -0.168 -0.612
C -0.19642 -4.67996 4.47253 0.436 -0.025 0.370
C 3.06716 -3.93649 6.14901 -0.098 -0.160 -0.384
C 1.26718 -4.15992 -2.49040 -0.022 0.884 0.294
C 1.83663 -2.23659 4.90255 -0.534 -0.127 1.433
C 2.41199 3.20641 -1.65174 0.229 -0.346 0.401
C -5.98432 0.54385 0.91809 0.060 -0.360 -1.330
C 1.68785 -1.14661 5.98695 0.374 0.037 0.497
C -4.65867 -3.58166 -2.07329 -0.182 1.491 0.502
C 3.39718 3.77668 -0.62236 -0.769 -0.502 -0.196
C -3.03793 -0.68959 3.97127 -0.514 -0.389 0.495
C 8.54737 -1.00241 1.24230 1.132 0.799 1.093
C 2.47059 -4.24146 -3.37606 0.822 -1.261 -0.288
C -5.85174 2.64841 -2.31568 0.279 -0.963 0.031
C 1.66625 3.24356 -7.07736 -0.550 0.020 -0.177
C -4.35660 3.07186 -2.32921 -0.462 -0.456 0.243
C -0.88238 4.08367 -8.37687 -0.587 0.010 0.144
C -3.44308 2.68699 5.73326 -0.603 -0.173 1.007
C -0.79217 3.12639 -7.17810 0.558 -0.939 -0.755
C 0.63702 0.25474 0.42856 -0.796 -0.631 -0.894
C 5.76542 -1.84486 0.44774 -0.241 -0.152 1.467
C 4.98660 -1.84522 -0.81949 -0.091 0.782 -1.073
C 2.94435 2.53044 -7.52922 -0.801 0.642 0.226
C -0.44707 0.26717 -6.25860 -0.200 -0.035 0.913
C -7.81292 0.44870 -3.15127 0.379 -0.328 1.109
C -0.27800 -0.21598 -1.89270 0.032 0.372 0.723
C 5.07860 0.41286 1.29639 0.737 -0.393 0.867
C -0.56019 1.12620 3.96266 -1.980 -1.339 0.454
C 0.50005 1.42592 -5.96448 -0.336 0.155 -1.583
H 1.50465 1.05665 -5.75828 0.088 0.124 -0.294
H 2.73076 -6.07923 6.38250 -0.609 0.163 -0.200
H 2.14215 -5.05511 7.72115 0.068 -0.173 0.047
H 0.78244 -5.07074 -2.13891 0.602 -0.159 -0.268
H -3.86549 -1.61201 -1.20415 0.339 -0.670 0.073
H 0.74253 -1.31342 -3.42355 0.238 -0.273 0.095
H -1.14275 -0.38206 1.32459 -0.216 -0.352 0.130
H -1.93828 4.13742 -8.64203 -0.085 0.147 -0.098
H 1.77366 -0.91685 -1.97650 -0.036 -0.002 -0.456
H 8.62199 -2.03589 0.90397 -0.430 0.287 -0.385
H -1.46399 0.65864 -6.23129 -0.119 -0.345 -0.066
H -0.76489 2.36180 1.40671 0.023 -0.225 0.007
H -0.55915 -5.28473 3.64139 0.217 -0.239 0.017
H -0.37218 3.72240 -9.26978 0.152 -0.232 0.197
H 1.70866 3.72455 -6.10015 0.430 -0.120 0.474
H -2.34654 -1.24883 3.34091 0.056 0.206 -0.093
H 3.37551 -3.10074 6.77713 -0.108 0.008 -0.018
H 2.22812 -4.68589 -4.34135 -0.130 -0.281 0.146
H 0.18947 1.97443 -5.07522 -0.182 -0.004 0.384
H 7.33736 0.49070 2.24395 0.479 0.116 -0.099
H -3.65131 -0.02032 3.36800 0.322 0.293 -0.080
H 1.52956 4.09509 -7.74392 -0.247 -0.164 -0.292
H -3.71714 2.22563 -2.58040 0.015 -0.093 0.277
H 2.98673 -3.31535 -3.62908 -0.284 0.140 0.607
H -4.03772 1.81835 6.01605 -0.223 0.118 0.059
H -6.87454 -0.08336 0.87104 -0.261 0.276 0.270
H 5.61330 -1.32692 -1.54524 0.263 -0.150 -0.283
H -0.95922 0.18288 -2.64432 -0.075 0.580 0.248
H 2.31399 2.12576 -1.54843 -0.184 0.205 0.386
H -1.59008 2.39270 -7.29269 0.089 -0.143 -0.267
H 1.41837 3.65415 -1.63327 0.246 0.033 0.191
H 2.76448 -2.05209 4.36112 0.140 -0.076 -0.390
H -2.02473 3.24261 4.31758 0.491 -0.251 -0.089
H 3.70270 3.29862 -7.68057 0.267 -0.235 0.078
H 0.01785 0.20827 4.06933 -0.346 -0.246 0.614
H 1.27875 1.88017 3.49097 0.077 0.385 -0.652
H -5.41003 -3.72291 -1.29635 0.175 -0.214 0.107
H -5.17448 -1.37165 -2.23676 -0.140 -0.343 -0.703
H 6.58281 -2.53906 0.25265 0.689 0.659 0.135
H -5.23182 -0.10203 0.46566 0.415 -0.046 0.287
H 5.63130 1.34344 1.42542 -0.173 0.306 0.290
H -1.00460 1.03276 2.97176 -0.072 -0.059 -0.367
H 8.88594 -0.22806 0.55393 -0.017 -0.530 -0.561
H -3.01936 0.07567 6.04005 -0.613 0.345 -0.400
H 1.86373 -0.14137 5.60402 -0.029 -0.017 -0.400
H -0.57210 5.11444 -8.20560 0.228 -0.114 0.251
H 1.65375 -0.03938 0.16807 0.059 -0.202 -0.015
H 4.08532 -1.23313 -0.85334 -0.312 -0.317 0.467
H 3.83855 -5.58638 7.47433 0.300 0.859 0.324
H 3.27612 1.77976 -6.81192 0.128 -0.017 -0.213
H -7.94425 0.16564 -0.98792 1.236 -0.508 0.102
H 1.31909 0.31644 -3.18278 0.150 0.098 0.004
H -1.67675 -0.73842 5.66072 0.624 -0.094 -0.544
H 1.71287 -4.36898 3.57265 0.129 0.142 -0.598
H -2.84212 2.93060 6.60938 0.239 -0.072 -0.046
H 7.03377 -1.11610 2.76164 -0.006 -0.471 0.284
H -6.86065 2.45464 0.29504 -0.877 -0.200 -0.150
H 9.26131 -0.94700 2.06409 0.420 -0.106 0.067
H 4.17693 -1.03908 2.69977 -0.357 0.096 -0.110
H -1.07996 3.59248 -6.23573 0.477 0.568 0.379
H -3.76946 -1.40271 4.35131 0.056 -0.298 0.025
H 0.96934 -2.05688 4.26724 0.160 -0.543 -0.423
H 2.39952 -1.23070 6.80826 0.207 -0.276 -0.067
H -4.07430 3.52564 -1.37922 0.168 -0.324 0.141
H 0.51321 -3.61322 -3.05673 -0.125 0.401 0.403
H 0.71718 -1.11669 6.48193 -0.207 -0.305 -0.291
H -8.78737 -0.03928 -3.17211 0.019 0.013 -0.278
H 0.74295 2.57828 4.91908 -0.507 -0.044 0.342
H -7.78611 1.27541 -3.86115 -0.110 -0.110 0.089
H -7.03489 -0.27041 -3.40748 -0.084 -0.107 -0.316
H 0.72727 1.06614 1.15075 0.082 0.107 -0.300
H -8.30558 1.66869 -1.51047 -0.064 0.846 0.089
H 5.23832 0.15483 3.38555 -0.238 0.067 0.323
H 4.35108 3.25004 -0.65124 -0.078 0.259 -0.090
H -0.05332 3.10994 3.42616 0.381 0.102 -0.061
H -2.07309 0.92406 -0.03613 -0.256 -0.744 -0.154
H 0.23026 -1.19997 2.04651 0.224 0.235 0.134
H -4.12915 3.52698 5.62440 0.026 -0.009 -0.541
H -6.41557 3.49783 -1.93008 -0.506 0.196 -0.372
H -5.06577 -3.98119 -3.00212 0.144 0.503 -0.030
H -4.11956 3.84155 -3.06372 -0.521 0.018 -0.231
H -5.23634 2.43664 0.17351 0.634 -0.472 -0.355
H -5.72699 0.74253 1.95848 -0.061 0.266 -0.169
H 3.58932 0.66063 2.94859 -0.058 -0.134 -0.032
H -3.19456 2.14368 3.68676 -0.091 -0.418 -0.366
H -0.35105 -0.46774 -5.45937 -0.183 -0.086 0.168
H 4.42158 0.66382 0.46365 -0.376 -0.673 0.046
H -2.08983 3.16236 0.71884 -0.048 0.239 -0.599
H -1.73601 1.85643 -1.45522 0.270 0.009 -0.104
H -0.55427 -5.09765 5.41359 -0.310 0.065 -0.038
H -6.13096 2.32458 -3.31831 -0.122 0.755 -0.110
H 3.50287 4.86110 -0.65346 0.063 -0.241 -0.099
H -0.64380 -3.69754 4.32150 0.145 0.151 0.193
H 4.79818 -2.85108 -1.19476 -0.174 0.086 0.148
H 2.67887 2.09855 -8.49415 0.355 -0.295 0.051
H -0.36666 3.36764 0.09045 -0.371 0.465 -0.110
H 5.29701 -2.32805 1.30518 -0.862 -0.569 -0.022
H 1.68652 -5.66950 4.61723 0.379 0.257 1.099
H -0.86861 -1.02284 -1.45880 0.353 -0.819 -0.228
H 3.79562 -4.01597 5.34208 0.809 -0.336 0.082
H -0.29825 -0.28077 -7.18903 0.300 0.439 -0.132
H -0.35278 -1.76437 0.53193 0.053 0.260 -0.324
```
Forces are in eV/Å.

Its structure (SMILES) is CCN(CC)CC.CCN(CC)CC.CCN(CC)CC.CCN(CC)CC.CCN(CC)CC.CCN(CC)CC.BrCCBr.BrCCBr.BrCCBr. The gap between HOMO and LUMO is 8.23 eV. As for the energy above the lowest of the compared OMol25 structures with the same formula, charge and spin: 0.000 eV. As for the multiplicity: 1. As for the charge: 0. The total energy comes out at -17433.89154 hartree.